C6H44O15 | ωB97M-V with the def2-TZVPD basis set

Output
Multiplicity: 1

Cartesian coordinates (Å):
H (2.735, -1.277, -0.402)
O (2.397, 0.822, 2.492)
H (-0.725, 0.236, -3.706)
H (-1.982, 3.108, 0.398)
H (-3.141, -1.611, -0.280)
H (2.563, 0.919, 1.541)
H (1.489, 4.153, 1.413)
H (1.544, -1.880, -4.064)
H (-0.366, -1.367, 0.963)
O (3.612, -0.422, -1.942)
O (-5.204, 0.237, 0.722)
H (2.193, 3.277, 0.327)
O (-0.174, -4.194, 0.838)
H (2.670, -3.909, -1.856)
H (-1.662, 3.022, 2.184)
H (-0.546, 2.727, -2.361)
H (0.186, 1.321, 1.467)
H (-1.207, 0.931, 3.220)
O (1.092, -2.565, 2.987)
H (-3.857, 0.556, -1.734)
C (-1.236, -0.905, 0.488)
H (-2.764, 0.635, 0.668)
H (-2.117, -2.956, 0.169)
H (0.274, -3.028, 2.738)
C (-1.787, 0.435, 1.087)
H (0.254, -5.056, 0.863)
H (0.681, -1.844, 3.485)
H (-2.825, 0.424, 3.007)
O (2.526, -1.975, 0.231)
O (3.806, -1.956, 2.756)
H (3.037, 1.461, 2.833)
H (0.738, 3.445, -2.875)
H (3.147, -2.611, 2.481)
H (0.191, -3.725, 0.077)
C (-1.250, 2.899, 1.181)
H (-2.537, -0.202, -2.004)
H (-0.123, 0.982, -2.508)
C (-2.351, -1.925, 0.432)
O (2.165, 1.560, -0.549)
H (-0.475, 1.518, -0.214)
H (3.496, -0.332, -2.903)
H (-4.970, 0.135, 1.650)
H (-4.890, 1.144, 0.604)
C (-0.696, 1.495, 0.857)
O (-3.174, 0.418, -2.393)
H (-0.786, -0.589, -0.472)
O (1.811, -3.940, -1.398)
H (2.658, -1.633, 1.124)
O (0.440, 2.687, -2.373)
H (-1.564, -0.746, 3.078)
O (2.338, 3.839, 1.101)
H (3.179, -1.247, 2.944)
H (-2.905, -2.028, 1.370)
H (1.530, -0.383, -4.207)
H (2.754, 0.856, -0.864)
H (-0.484, 3.680, 1.143)
H (2.174, -3.285, -0.737)
H (1.436, 1.807, -1.143)
O (-0.398, 0.092, -2.813)
C (-1.794, 0.220, 2.631)
O (2.137, -1.116, -4.055)
H (4.571, -0.550, -1.904)
H (-2.637, 1.957, -2.821)
H (-2.930, 3.378, -2.242)
O (-2.264, 2.881, -2.728)

***

C56H114F6N13OP | ωB97M-V with the def2-TZVPD basis set

Output
Net charge: +6
Multiplicity: 1

Cartesian coordinates (Å):
H (-1.048, -0.670, -0.947)
C (1.890, -5.574, 10.742)
H (8.185, 0.314, -3.749)
C (-0.502, 1.393, -1.138)
H (-0.089, 8.550, -6.897)
H (0.435, -4.632, 9.356)
H (-4.078, 5.836, 1.680)
C (-7.929, -3.130, -0.369)
C (4.579, 4.759, 4.085)
H (8.409, 2.067, -5.437)
H (2.685, -7.639, 8.976)
H (-10.781, -4.544, 0.716)
F (7.707, -3.186, 2.610)
C (10.563, -1.763, -6.223)
N (-7.563, 7.488, 0.714)
H (7.248, 2.917, -3.387)
O (-1.690, 2.003, -1.591)
H (-0.049, -3.378, 7.604)
C (3.305, -5.123, 8.735)
H (9.793, 0.126, -6.878)
C (-0.132, -7.544, 0.273)
H (-2.593, -7.313, -1.918)
H (-8.595, 0.391, -4.238)
C (-10.009, -4.476, -0.050)
C (-8.025, -0.424, 2.066)
H (1.575, -2.902, 7.736)
H (3.922, -5.143, 10.917)
C (9.836, -0.434, -5.944)
H (8.622, 5.915, 6.618)
H (0.746, -0.406, -1.296)
H (1.845, 9.219, -5.548)
H (4.645, 3.911, 6.055)
H (-10.140, -2.425, 2.017)
C (8.534, -2.193, -4.872)
H (-6.478, -1.456, -0.027)
C (-8.831, -0.079, -5.192)
C (-6.550, 7.949, 2.597)
N (6.687, 4.421, 5.272)
F (6.376, -2.106, 1.297)
H (5.696, 2.227, -4.105)
H (-11.404, -4.183, -7.614)
C (-6.648, 0.173, 2.220)
C (0.593, -7.681, -3.056)
N (-0.623, -7.137, -0.982)
H (0.996, -7.600, 8.212)
C (-12.451, -1.328, -6.535)
H (6.582, 3.625, -4.638)
H (-8.046, 7.222, -1.229)
H (-6.149, 0.610, 1.355)
N (-8.170, -1.609, 1.276)
C (9.792, -2.909, -5.460)
H (-3.428, -9.471, 1.168)
H (-0.548, 1.434, -0.049)
N (-2.299, -8.226, 0.026)
H (-7.575, -3.762, -1.170)
H (-10.835, -0.131, -4.333)
H (0.900, -7.400, 0.555)
C (5.537, 5.868, 3.593)
H (-0.352, -0.150, -2.577)
H (10.477, -1.922, -7.298)
H (1.943, -5.246, 6.156)
H (-8.524, 8.729, 2.288)
H (8.644, -2.006, -3.803)
H (2.896, -3.796, 10.365)
H (-0.329, 2.330, -8.254)
C (-0.494, 5.432, -6.940)
H (5.110, 2.771, 4.977)
C (-13.778, -2.916, -8.122)
H (-0.119, -3.225, 5.220)
H (11.644, -1.728, -6.081)
H (-1.290, -8.750, 1.851)
H (1.621, -7.478, -3.355)
H (0.378, 2.025, -1.257)
C (7.546, -1.255, -6.746)
N (-12.625, -2.448, -7.313)
C (-1.179, -8.255, 0.898)
H (-10.940, 0.675, -5.818)
C (1.132, 4.732, -8.370)
C (7.645, 3.641, 4.375)
F (6.631, -4.537, 1.340)
N (8.355, -0.841, -5.530)
C (-0.849, 3.181, -7.814)
H (0.239, -6.324, 9.459)
C (-8.532, 7.521, -0.300)
C (7.446, 1.599, -5.234)
H (3.727, 5.212, 4.591)
H (-14.548, -3.187, -7.400)
C (-3.568, -8.910, 0.244)
H (9.413, 4.326, 6.350)
H (-9.148, 8.415, -0.388)
C (1.005, -5.549, 9.501)
H (1.620, 4.076, -9.075)
H (2.237, 6.743, -7.999)
N (-5.649, 7.203, 1.826)
H (6.531, 4.904, 7.303)
H (-1.290, 2.777, -6.902)
H (0.441, -8.720, -2.764)
H (10.440, 0.187, -5.283)
H (8.148, -1.896, -7.390)
H (1.437, -5.092, 11.609)
H (-9.547, -2.657, -6.004)
C (6.493, 5.896, 4.843)
C (0.376, 7.753, -6.318)
H (7.156, 3.550, 3.405)
H (6.021, 6.381, 5.697)
C (1.438, 6.023, -7.900)
H (8.369, 5.685, 8.979)
C (0.163, -6.600, -2.104)
H (4.980, 6.804, 3.562)
C (1.326, -5.042, 7.030)
C (-1.922, -7.575, -1.114)
F (6.094, -4.643, 3.467)
H (10.402, -3.141, -4.587)
H (-13.452, -3.770, -8.715)
H (7.205, 3.216, 7.084)
C (0.675, -2.760, 5.805)
H (0.289, -1.788, 6.111)
H (3.554, -4.259, 8.119)
H (0.351, -5.518, 6.928)
C (2.042, -7.297, 8.165)
H (2.154, 7.441, -5.254)
C (5.280, 3.830, 5.173)
H (7.332, -0.392, -7.377)
C (-4.301, 6.841, 2.040)
H (8.786, 4.042, 8.955)
H (-9.359, 6.812, -0.262)
C (6.704, 2.604, -4.279)
C (-9.303, -2.406, 1.335)
H (7.470, 6.323, 4.614)
C (7.588, 0.219, -4.656)
H (-0.280, 7.719, -5.448)
H (-10.530, -4.268, -0.985)
N (-11.180, -1.316, -5.978)
H (6.623, -1.774, -6.486)
N (1.918, -5.772, 8.283)
C (-10.557, -2.498, -6.352)
H (9.982, 5.255, 8.608)
C (-6.359, 6.824, 0.667)
C (-3.445, 7.768, 1.214)
C (-10.458, -0.186, -5.355)
H (-8.431, -0.608, 3.061)
H (-3.940, -9.626, -0.489)
F (4.689, -3.558, 1.812)
C (7.246, 4.263, 6.787)
H (-6.701, 0.919, 3.012)
H (-4.325, -8.166, 0.494)
H (5.980, 5.639, 2.624)
H (0.007, -7.550, -3.966)
H (-5.907, 6.287, -0.153)
C (3.093, -4.864, 10.266)
H (-4.180, 6.623, 3.101)
H (0.966, -5.986, -1.695)
H (-2.400, 7.801, 1.521)
C (1.822, 8.208, -5.954)
H (2.165, -6.592, 11.021)
H (7.826, 2.686, 4.868)
C (-11.480, -3.206, -7.160)
H (6.939, 1.751, -6.187)
H (9.635, -3.854, -5.980)
C (-0.285, -0.112, -1.490)
H (-5.927, -0.598, 2.495)
H (-8.701, 0.347, 1.697)
C (0.919, -3.520, 7.122)
H (-1.677, 3.400, -8.488)
H (2.468, 8.298, -6.827)
H (-8.371, -1.067, -5.165)
N (-0.087, 4.449, -7.789)
H (-0.558, -5.860, -2.450)
H (2.606, -7.568, 7.273)
H (-1.371, 5.347, -6.316)
N (-9.214, -3.295, 0.253)
C (-7.350, -2.028, 0.253)
P (6.191, -3.337, 2.365)
H (-9.437, -5.397, -0.162)
H (-13.939, -2.111, -8.839)
N (0.410, 6.511, -7.072)
C (-7.723, 8.083, 1.961)
C (8.631, 4.859, 6.890)
C (8.951, 4.967, 8.402)
H (-8.151, 0.461, -5.850)
F (5.660, -2.311, 3.590)
H (6.612, -0.233, -4.482)
H (1.520, -2.474, 5.180)
H (-3.231, 7.287, 0.259)
H (3.986, -5.939, 8.493)
H (-13.312, -0.687, -6.411)
H (-6.230, 8.260, 3.581)
H (4.297, 4.107, 3.258)
H (-4.000, 8.702, 1.125)
H (7.740, -2.922, -5.031)
H (8.580, 4.201, 4.350)

***

C5H6N2O | ωB97M-V with the def2-TZVPD basis set

Output
SMILES: CC1=NN=C[C@H]2O[C@H]12
Multiplicity: 1

Cartesian coordinates (Å):
N (0.015, 1.150, 0.968)
C (-1.892, -0.221, 1.471)
C (-0.568, -0.010, 0.895)
N (1.243, 1.389, 0.124)
H (2.253, 0.868, -1.652)
O (-0.140, -1.588, -1.296)
C (0.066, -0.964, -0.052)
H (0.980, -1.310, 0.443)
H (-1.950, -1.057, 2.185)
C (1.449, 0.691, -0.990)
C (0.318, -0.182, -1.260)
H (-0.462, 0.502, -1.451)
H (-2.243, 0.586, 2.176)
H (-2.497, -0.543, 0.631)

***

C39H57GeN3O5PtSSi | ωB97M-V with the def2-TZVPD basis set

Output
Multiplicity: 1

Cartesian coordinates (Å):
H (2.571, 1.978, 2.528)
H (-1.233, 5.794, 1.969)
C (-0.368, 2.454, -3.449)
C (-1.620, -1.930, -5.723)
H (2.601, -4.013, -4.266)
H (0.552, 0.654, -2.655)
H (-1.540, -4.215, -1.694)
H (-2.639, 6.422, -0.697)
C (2.111, -2.932, -1.510)
H (-0.845, 4.289, -4.478)
H (-3.081, -3.989, 2.468)
H (0.118, -4.697, -1.299)
O (-0.714, 3.869, 0.310)
O (2.327, -4.065, -2.224)
H (-3.656, -1.589, -5.132)
H (0.885, 0.964, -4.363)
H (-3.048, -5.464, 1.488)
H (-2.160, 4.355, 2.416)
H (-1.223, -5.763, -0.899)
H (-0.886, 6.380, -0.435)
H (-2.984, 3.355, -1.100)
H (-3.685, -3.959, 0.808)
H (2.460, -0.008, 5.690)
Ge (-1.128, -3.905, 0.822)
H (-0.806, 0.272, 2.644)
C (4.011, -3.948, 1.538)
H (2.085, -1.689, -4.124)
H (-2.626, 1.890, 2.605)
H (0.253, -4.166, 2.953)
H (-3.109, -1.466, -2.719)
H (4.818, -4.614, 1.811)
H (3.972, 3.182, -0.689)
H (0.054, 3.120, -5.463)
C (-1.126, -1.945, 0.842)
C (2.382, 2.221, 0.401)
C (1.881, 0.057, 4.771)
C (2.365, -2.309, 2.091)
Pt (0.473, -0.786, 0.342)
H (0.885, 4.044, -4.194)
H (1.890, 0.312, -0.513)
H (3.745, -3.109, 3.505)
H (-1.384, -1.669, 1.869)
C (-0.312, -2.089, -5.292)
H (0.479, -2.240, -6.020)
H (-3.528, 2.820, 4.734)
H (-1.610, 5.388, -1.711)
O (2.627, -0.610, 3.725)
H (-0.745, 0.414, 6.926)
H (-0.193, -5.751, 2.297)
H (1.145, -4.859, 1.580)
H (-2.570, 2.076, 6.892)
C (1.420, -2.291, -3.497)
H (0.956, -4.434, -3.718)
H (1.755, 1.100, 4.483)
N (1.919, -2.246, 0.831)
H (4.400, 2.752, 0.980)
H (-0.782, -1.744, -1.962)
C (-2.093, 5.177, 1.701)
H (-3.218, 2.928, 0.601)
H (-4.033, 4.350, -0.077)
C (-0.047, 3.545, -4.462)
C (-2.222, 1.584, 3.562)
H (1.427, 3.251, 2.036)
C (-1.155, 0.750, 5.979)
C (-1.923, 4.636, 0.288)
C (-1.187, 0.660, 3.580)
C (3.545, -3.901, 0.236)
H (-1.936, 1.056, -3.005)
H (-1.846, -1.964, -6.781)
Si (-0.173, 2.672, -0.664)
C (-1.021, -1.825, -3.015)
S (-1.098, 0.841, -0.130)
C (-0.649, 0.238, 4.787)
C (-1.684, 1.770, -3.789)
H (1.704, 1.925, -3.113)
H (0.468, -1.314, 5.725)
C (-3.113, 3.761, -0.094)
O (1.461, 2.708, -0.562)
C (3.604, 3.130, 0.336)
H (0.965, 1.548, 1.904)
C (0.161, -4.751, 2.037)
C (0.768, 1.438, -3.385)
C (-0.006, -2.046, -3.935)
H (3.967, -4.519, -0.541)
C (-2.635, -1.720, -4.798)
H (-2.997, 5.785, 1.775)
N (1.658, -1.913, -2.098)
N (0.596, -1.613, 3.670)
H (3.486, 0.815, -0.841)
H (3.177, 0.216, 0.799)
H (-1.973, -1.635, 0.221)
C (0.532, -0.698, 4.825)
C (-0.916, -4.716, -0.953)
C (-1.756, 5.780, -0.705)
O (-0.531, 3.127, -2.191)
C (2.523, -3.024, -0.087)
C (-2.330, -1.659, -3.447)
C (1.816, -3.788, -3.547)
C (-2.183, 1.681, 5.961)
C (1.748, -1.484, 3.168)
C (2.763, 0.801, -0.022)
C (3.420, -3.126, 2.474)
C (-2.921, -4.380, 1.462)
H (-2.481, 2.513, -3.859)
C (-2.720, 2.099, 4.749)
H (-1.614, 1.238, -4.739)
C (1.796, 2.250, 1.808)
H (3.337, 4.136, 0.660)

***

C4H4O2 | ωB97M-V with the def2-TZVPD basis set

Output
SMILES: C=C1C(=O)[C@@H]1O
Multiplicity: 1

Cartesian coordinates (Å):
C (0.521, 0.792, -0.396)
H (0.105, 0.395, -2.235)
H (0.853, -2.017, 0.796)
C (-0.880, 0.940, 0.083)
C (-0.143, -0.214, 0.552)
O (0.898, 0.580, -1.715)
H (1.286, 1.364, 0.132)
H (-0.675, -1.820, 1.842)
O (-1.970, 1.390, -0.158)
C (0.005, -1.409, 1.099)

***

C4H6Cl2 | ωB97M-V with the def2-TZVPD basis set

Output
SMILES: C=C[C@@H](Cl)CCl
Multiplicity: 1

Cartesian coordinates (Å):
C (-1.052, 1.108, -0.513)
H (-1.869, 2.960, -0.517)
C (-1.743, 2.032, 0.041)
H (0.976, 0.878, 1.438)
H (0.877, -0.970, 1.302)
Cl (-1.040, -1.669, -0.170)
Cl (2.147, 0.231, -0.261)
H (-1.209, -0.052, 1.220)
C (-0.575, -0.043, 0.338)
H (-0.464, 1.009, -1.499)
C (0.815, -0.017, 0.845)
H (-1.791, 2.150, 1.117)

***

C18H43BFNO16SSi2 | ωB97M-V with the def2-TZVPD basis set

Output
Multiplicity: 1

Cartesian coordinates (Å):
O (0.077, -6.596, 0.659)
C (-2.299, -5.178, -1.569)
H (2.100, 4.165, -2.902)
O (-4.190, -0.848, 4.302)
C (0.921, -2.177, -1.019)
H (-3.780, -0.829, -2.969)
H (-3.115, -6.948, 3.194)
H (1.713, 8.024, -2.951)
H (5.335, 7.293, -5.664)
H (-5.711, -1.060, -0.602)
H (0.047, -1.513, -1.078)
H (-0.935, -2.129, 5.764)
C (-4.892, 0.330, 4.748)
C (-4.764, -1.255, -1.099)
H (-4.627, 1.406, 2.904)
H (-1.981, -5.017, -2.598)
O (-2.412, -2.093, 4.303)
C (1.365, -1.474, 1.278)
H (-3.959, -0.858, -0.480)
C (-2.036, -6.830, 3.093)
H (3.518, -5.242, 0.853)
Si (2.026, 3.699, -1.510)
H (-2.134, -5.450, 1.435)
B (2.788, -0.682, -0.560)
C (-1.044, -2.269, 4.691)
H (-0.411, -1.558, 4.163)
H (1.741, 9.092, -1.525)
C (0.433, -5.810, 1.501)
Si (2.154, 0.759, -1.855)
H (-3.453, 1.822, 4.158)
H (-5.117, 2.409, 4.277)
C (-3.451, -3.180, -1.308)
H (-1.584, -6.884, 4.084)
H (-1.652, -7.656, 2.495)
O (3.506, 8.971, -2.492)
C (2.635, -5.860, 0.724)
H (2.495, 7.479, -1.448)
H (-0.770, -3.283, 4.415)
O (-2.433, -2.543, -1.417)
O (1.669, -5.341, 1.644)
O (-0.351, 4.916, -0.218)
H (2.270, -5.787, -0.298)
H (7.390, 8.764, -3.934)
H (1.892, -2.045, 2.048)
H (-2.148, -4.682, 3.023)
H (2.709, 0.566, -3.222)
C (-1.725, -5.501, 2.444)
S (-0.157, 3.741, -1.025)
H (1.426, -0.416, 1.566)
C (2.288, 8.338, -2.082)
C (-4.495, 1.566, 3.973)
H (2.596, 4.665, -0.568)
F (-0.438, 2.505, -0.066)
H (0.542, -3.161, -0.722)
H (5.999, 8.893, -6.020)
H (0.684, 0.832, -2.015)
C (-4.742, -0.657, -2.488)
O (-3.539, -4.508, -1.325)
H (-4.913, 0.418, -2.432)
O (-0.936, 3.523, -2.213)
O (-4.673, -2.689, -1.131)
O (-0.317, -5.217, 2.427)
H (-4.718, 0.464, 5.815)
O (4.058, -0.579, -0.049)
C (6.202, 7.938, -5.535)
H (6.664, 7.198, -3.554)
H (4.616, 0.013, -0.548)
O (5.457, 8.875, -3.406)
O (-2.381, -0.160, 5.467)
H (-5.942, 0.088, 4.597)
C (6.505, 8.146, -4.068)
H (-5.523, -1.103, -3.105)
O (2.718, 2.243, -1.289)
H (-2.486, -6.233, -1.396)
C (-2.943, -0.953, 4.756)
H (0.312, -1.764, 1.278)
H (7.056, 7.472, -6.028)
N (1.935, -1.729, -0.059)
H (1.364, -2.274, -2.014)
O (4.246, 6.973, -3.232)
H (-1.525, -4.826, -0.890)
C (4.390, 8.158, -3.064)
H (2.862, -6.898, 0.961)

***

Highest occupied orbital energy, record by record: -10.4, -12.1, -9.8, -7.4, -9.6, -10.6, -8.6 eV
E, record by record: -1383.582671, -3927.617659, -378.666715, -4944.896948, -305.181265, -1076.338515, -3072.304626 a.u.